Record 1
Computed, not measured: a 4-piece molecular cluster, C37H59INO14P3 overall in a non-equilibrium geometry, with ωB97M-V with the def2-TZVPD basis set.

Properties
HOMO (eV): -8.861
E (Ha): -3875.1636
Structure (SMILES): C#CCCCc1ccc2c(c1)C(=O)c1c(I)ccc(N)c1C2=O.CCOP(=O)(OCC)OCC.CCOP(=O)(OCC)OCC.CCOP(=O)(OCC)OCC

Geometry (Å):
C -2.45 -0.97 6.11
C -2.32 -0.47 5.03
C -2.57 0.20 3.74
C -2.25 1.73 3.76
C -2.71 2.48 5.03
C -4.08 2.11 5.56
C -4.29 2.23 6.95
C -5.48 1.90 7.56
C -6.53 1.42 6.77
C -6.35 1.32 5.39
C -5.15 1.66 4.79
C -7.51 0.79 4.58
O -7.58 1.09 3.42
C -8.51 -0.07 5.31
C -9.30 -1.02 4.65
I -9.20 -1.38 2.57
C -10.20 -1.79 5.37
C -10.36 -1.67 6.74
C -9.57 -0.75 7.42
N -9.78 -0.66 8.84
C -8.67 0.04 6.71
C -7.82 1.05 7.45
O -8.10 1.53 8.51
H -2.60 -1.41 7.07
H -3.59 0.07 3.38
H -1.93 -0.25 2.98
H -2.66 2.24 2.88
H -1.16 1.83 3.72
H -2.75 3.55 4.78
H -1.99 2.40 5.86
H -3.47 2.60 7.57
H -5.59 2.02 8.63
H -5.02 1.55 3.72
H -10.82 -2.51 4.84
H -11.07 -2.30 7.28
H -8.98 -1.03 9.34
H -9.96 0.29 9.11
C -1.72 0.77 -4.23
C -1.67 1.29 -2.81
O -0.84 0.48 -1.98
P 0.79 0.73 -1.99
O 0.77 2.04 -1.24
O 1.17 -0.26 -0.73
C 2.10 0.16 0.27
C 1.36 0.50 1.55
O 0.93 -0.52 -3.05
C 2.24 -1.08 -3.27
C 2.28 -2.49 -2.75
H -0.74 0.86 -4.72
H -2.45 1.32 -4.82
H -1.98 -0.29 -4.24
H -1.32 2.33 -2.79
H -2.67 1.27 -2.37
H 2.70 1.01 -0.07
H 2.79 -0.67 0.45
H 0.63 1.28 1.39
H 2.07 0.83 2.32
H 0.83 -0.38 1.92
H 3.02 -0.47 -2.80
H 2.42 -1.08 -4.35
H 2.19 -2.51 -1.66
H 3.21 -2.99 -3.02
H 1.44 -3.07 -3.14
C 2.75 5.08 -2.34
C 1.30 4.90 -2.73
O 0.96 5.74 -3.85
P 1.32 5.22 -5.34
O 0.40 4.07 -5.57
O 0.55 6.38 -6.23
C -0.22 6.02 -7.38
C -1.69 6.14 -7.08
O 2.71 6.09 -5.41
C 3.35 6.24 -6.70
C 3.30 7.69 -7.11
H 3.42 4.72 -3.12
H 2.97 4.54 -1.42
H 2.98 6.14 -2.19
H 1.09 3.85 -2.96
H 0.65 5.19 -1.91
H 0.03 5.02 -7.73
H 0.05 6.72 -8.18
H -1.97 5.50 -6.25
H -2.29 5.87 -7.95
H -1.94 7.16 -6.79
H 2.88 5.60 -7.45
H 4.39 5.92 -6.58
H 2.28 8.01 -7.31
H 3.90 7.86 -8.01
H 3.68 8.33 -6.31
C 4.03 -8.02 -3.14
C 3.97 -6.61 -2.58
O 4.72 -6.50 -1.36
P 6.33 -6.27 -1.45
O 6.47 -4.88 -1.98
O 6.65 -5.99 0.15
C 7.53 -4.94 0.54
C 6.74 -3.79 1.13
O 6.67 -7.85 -1.25
C 8.03 -8.23 -0.95
C 8.09 -8.80 0.45
H 5.05 -8.27 -3.46
H 3.36 -8.12 -3.99
H 3.75 -8.75 -2.38
H 4.33 -5.88 -3.31
H 2.94 -6.35 -2.34
H 8.15 -4.60 -0.30
H 8.21 -5.35 1.29
H 6.01 -3.41 0.42
H 7.40 -2.98 1.43
H 6.18 -4.13 2.01
H 8.70 -7.37 -1.05
H 8.33 -8.98 -1.68
H 7.88 -8.04 1.20
H 9.08 -9.22 0.65
H 7.34 -9.59 0.57

Record 2
Computed, not measured: an isolated molecule of C6H12N2O in a non-equilibrium geometry, with ωB97M-V with the def2-TZVPD basis set.

Properties
Energy relative to the best compared isomer or geometry (same formula, charge and spin) (eV): 2.721
HOMO (eV): -8.657
E (Ha): -420.4839

Geometry (Å):
C -0.13 0.27 0.95
C 0.14 -2.09 -1.28
C -1.47 -0.43 0.91
C -0.26 1.75 1.25
C -0.10 0.87 -1.70
C 0.98 0.03 -0.40
N 2.13 0.75 -0.14
N 1.11 -1.06 -1.09
O -1.10 0.58 -2.17
H 0.51 -0.20 1.71
H 2.06 1.75 -0.14
H 2.91 0.39 -0.67
H 0.52 -2.75 -2.06
H -0.85 -1.75 -1.60
H -0.02 -2.68 -0.37
H -2.04 -0.18 0.02
H -2.07 -0.12 1.77
H -1.37 -1.52 0.98
H -0.90 1.90 2.12
H -0.73 2.30 0.43
H 0.70 2.21 1.48

Record 3
Computed, not measured: a 2-piece molecular cluster, C4H8O2 overall in a non-equilibrium geometry, with ωB97M-V with the def2-TZVPD basis set.

Properties
Energy relative to the best compared isomer or geometry (same formula, charge and spin) (eV): 2.171
HOMO (eV): -8.976
E (Ha): -307.6326
Structure (SMILES): C=CC.O=CO

Geometry (Å):
C -1.91 0.66 -4.14
C -1.12 0.06 -3.25
C 0.06 0.78 -2.64
H -2.93 0.28 -4.18
H -1.44 1.32 -4.85
H -1.19 -0.99 -2.96
H 0.34 1.64 -3.25
H 0.90 0.07 -2.59
H -0.23 1.22 -1.68
O 1.74 -0.41 4.77
C 1.69 -0.64 5.94
O 1.14 -1.77 6.45
H 2.25 -0.11 6.71
H 0.70 -2.12 5.66

Record 4
Computed, not measured: a 2-piece molecular cluster, C4H9N3O overall in a non-equilibrium geometry, with ωB97M-V with the def2-TZVPD basis set.

Properties
Energy relative to the best compared isomer or geometry (same formula, charge and spin) (eV): 2.207
HOMO (eV): -9.313
E (Ha): -397.2695
Structure (SMILES): [H]/N=C\C=N\[H].CC(N)=O

Geometry (Å):
H -1.35 -1.21 -2.08
N -0.78 -2.04 -1.86
C -0.22 -1.88 -0.72
C -1.05 -1.24 0.49
N -2.06 -0.49 0.24
H -2.47 -0.13 1.10
H 0.43 -2.66 -0.29
H -0.74 -1.57 1.50
C 0.11 1.94 -0.15
C 1.08 0.80 -0.17
N 1.79 0.56 0.96
O 1.36 0.15 -1.21
H 0.59 2.82 -0.57
H -0.21 2.16 0.87
H -0.75 1.71 -0.77
H 1.66 1.11 1.79
H 2.61 -0.02 0.86

Record 5
Computed, not measured: an isolated molecule of C4H7NO2, with ωB97M-V with the def2-TZVPD basis set.

Properties
Energy relative to the best compared isomer or geometry (same formula, charge and spin) (eV): 4.043
HOMO (eV): -9.697
E (Ha): -361.7323
Structure (SMILES): C[C@]1(C=O)CN1O

Geometry (Å):
C 0.86 0.96 -1.10
C 0.02 0.22 -0.08
C -1.36 0.79 0.11
O -1.51 1.99 0.12
C 0.36 -0.39 1.28
N 0.44 -1.16 0.07
O -0.52 -2.18 -0.05
H 0.54 0.57 -2.08
H 0.67 2.04 -1.09
H 1.92 0.75 -1.00
H -2.20 0.11 0.34
H -0.54 -0.60 1.87
H 1.25 -0.20 1.86
H 0.06 -2.93 -0.26

Record 6
Computed, not measured: an isolated molecule of C5H7NO, with ωB97M-V with the def2-TZVPD basis set.

Properties
Energy relative to the best compared isomer or geometry (same formula, charge and spin) (eV): 1.723
HOMO (eV): -9.830
E (Ha): -324.6611
Structure (SMILES): C#CCCNC=O

Geometry (Å):
C 2.55 1.21 -0.24
C 1.86 0.23 -0.34
C 0.98 -0.93 -0.50
C -0.32 -0.82 0.30
N -0.97 0.46 0.09
C -2.31 0.60 0.32
O -3.07 -0.31 0.53
H 3.19 2.06 -0.15
H 1.51 -1.83 -0.17
H 0.75 -1.06 -1.56
H -1.02 -1.60 -0.01
H -0.12 -0.97 1.37
H -0.39 1.28 0.07
H -2.63 1.66 0.29

Record 7
Computed, not measured: CH2N4O as an isolated structure, with ωB97M-V with the def2-TZVPD basis set.

Properties
Energy relative to the best compared isomer or geometry (same formula, charge and spin) (eV): 5.232
HOMO (eV): -9.999
E (Ha): -333.3555

Geometry (Å):
O -1.95 0.04 0.78
C -0.64 0.06 0.18
N -0.96 -1.16 -0.05
N 1.49 -0.34 -0.92
N 1.35 0.83 -0.50
N 0.14 1.07 0.13
H -1.84 -0.14 1.73
H 2.42 -0.36 -1.36

Record 8
Computed, not measured: C20H15N4O8Rh as an isolated structure, with ωB97M-V with the def2-TZVPD basis set.

Properties
Energy relative to the best compared isomer or geometry (same formula, charge and spin) (eV): 0.281
HOMO (eV): -9.081
E (Ha): -1702.5055

Geometry (Å):
Rh -0.47 0.01 0.82
N 1.52 0.03 1.41
C 1.54 0.51 2.81
C 0.22 0.20 3.51
O 0.13 0.17 4.71
O -0.81 -0.01 2.72
H 1.86 -0.93 1.34
H 2.06 0.61 0.77
H 1.63 1.59 2.79
H 2.36 0.09 3.38
C -4.59 -1.03 0.34
C -5.20 0.22 0.35
C -4.43 1.36 0.45
C -3.05 1.25 0.52
N -2.48 0.03 0.49
C -3.21 -1.08 0.42
C -2.09 2.35 0.63
C -2.44 3.69 0.55
C -1.46 4.67 0.60
C -0.13 4.30 0.72
C 0.23 2.96 0.80
C -0.74 1.96 0.78
H -5.16 -1.94 0.28
H -6.28 0.29 0.30
H -4.89 2.34 0.47
H -2.66 -2.02 0.43
H -3.48 3.98 0.43
H -1.73 5.71 0.54
H 0.64 5.06 0.74
H 1.28 2.71 0.86
O -0.46 -4.08 -0.56
C -0.01 -2.97 -0.37
O -0.38 -2.13 0.52
C 1.18 -2.53 -1.24
C 1.46 -1.20 -1.48
C 2.60 -0.85 -2.19
C 3.46 -1.79 -2.73
C 3.13 -3.11 -2.50
C 2.02 -3.50 -1.78
N 4.02 -4.15 -3.06
O 3.79 -5.30 -2.76
O 4.92 -3.78 -3.78
N 2.95 0.57 -2.31
O 2.48 1.32 -1.46
O 3.71 0.91 -3.18
H 0.81 -0.40 -1.15
H 4.34 -1.51 -3.29
H 1.80 -4.55 -1.62

Record 9
Computed, not measured: a 2-piece molecular cluster, C8H9BrFNO overall in a non-equilibrium geometry, with ωB97M-V with the def2-TZVPD basis set.

Properties
Energy relative to the best compared isomer or geometry (same formula, charge and spin) (eV): 0.035
HOMO (alpha / beta) (eV): -5.763 / -9.338
E (Ha): -3113.8579
2S+1: 3

Geometry (Å):
C 0.39 0.87 2.11
C -0.47 1.22 0.00
C 0.04 2.16 2.55
C -0.81 2.50 0.31
C 0.19 0.35 0.86
C -0.58 2.98 1.63
C 0.33 -3.07 -3.91
C 0.80 -0.85 0.28
N -0.27 -1.99 0.13
O 0.12 -3.75 -2.97
F -0.58 4.30 1.87
Br -0.79 -2.86 1.73
H 0.86 0.29 2.92
H -0.61 1.00 -1.01
H 0.40 2.56 3.55
H -1.06 3.25 -0.55
H -1.19 -1.63 -0.61
H 0.66 -3.40 -4.92
H -0.09 -1.95 -3.80
H 0.93 -0.86 -0.78
H 1.74 -1.09 0.59

Record 10
Computed, not measured: a 2-piece molecular cluster, C4H11N2 overall, with ωB97M-V with the def2-TZVPD basis set.

Properties
Energy relative to the best compared isomer or geometry (same formula, charge and spin) (eV): 2.199
HOMO (eV): -13.046
E (Ha): -268.2241
Net charge: +1

Geometry (Å):
C -1.59 -0.12 0.23
C -1.29 -0.16 -1.08
N 0.10 -0.50 -1.47
N -2.78 0.22 0.76
H -0.80 -0.32 0.95
H -1.94 0.08 -1.90
H 0.39 0.04 -2.29
H 0.76 -0.28 -0.71
H 0.20 -1.49 -1.70
H -3.57 0.29 0.14
H -2.99 -0.03 1.71
C 2.37 -0.26 1.01
C 2.08 1.00 0.74
H 2.38 -0.61 2.04
H 2.65 -0.98 0.26
H 1.90 1.69 1.56
H 2.14 1.43 -0.25

Record 11
Computed, not measured: C28H35BF13GaNO24SSi as an isolated structure in a non-equilibrium geometry, with ωB97M-V with the def2-TZVPD basis set.

Properties
HOMO (eV): -6.020
E (Ha): -6884.4203
Net charge: -1

Geometry (Å):
C 5.00 0.26 1.71
Si 4.71 1.44 0.26
C 4.50 3.15 1.00
C 6.12 1.36 -0.97
O 3.36 0.87 -0.55
C 2.11 1.43 -0.19
C 0.97 0.89 -1.02
Ga 0.60 -1.07 -0.82
C -0.64 -1.39 0.73
B 0.11 -1.61 2.09
O 0.66 -2.80 2.48
O 0.19 -0.54 2.96
O -0.43 -1.58 -2.41
C -1.45 -0.87 -2.42
N -2.44 -0.22 -2.40
S 2.46 -2.49 -0.58
O 3.44 -2.04 0.38
O 1.91 -3.79 -0.20
C 3.35 -2.84 -2.20
F 3.46 -1.71 -2.90
F 2.58 -3.69 -2.91
C 4.71 -3.52 -2.02
F 5.61 -2.63 -1.59
F 4.63 -4.52 -1.15
C 5.28 -4.13 -3.33
F 4.66 -5.24 -3.68
F 5.29 -3.26 -4.33
F 6.56 -4.47 -3.09
H 4.03 0.09 2.16
H 5.66 0.71 2.45
H 5.41 -0.66 1.32
H 4.11 3.87 0.28
H 5.46 3.52 1.35
H 3.77 3.14 1.80
H 6.99 0.87 -0.54
H 5.79 0.75 -1.81
H 6.42 2.33 -1.35
H 2.15 2.51 -0.38
H 1.93 1.35 0.89
H 0.07 1.40 -0.68
H 1.17 1.16 -2.05
H -1.34 -0.57 0.78
H -1.15 -2.32 0.47
H 0.24 -3.53 2.03
H 0.37 -0.92 3.83
C -5.22 -1.82 0.52
C -5.33 -0.86 1.67
O -4.94 -1.66 2.78
C -4.08 -2.60 2.29
O -3.36 -3.25 2.97
O -4.15 -2.68 0.95
F -6.61 -0.43 1.85
H -6.12 -2.41 0.38
H -4.97 -1.34 -0.42
H -4.67 0.00 1.60
C -4.40 -2.83 6.15
C -3.49 -2.48 7.30
O -4.29 -2.81 8.43
C -5.14 -3.80 8.04
O -5.75 -4.48 8.79
O -5.17 -3.91 6.70
F -3.20 -1.15 7.33
H -5.07 -2.00 5.89
H -3.86 -3.13 5.25
H -2.56 -3.05 7.33
C -5.62 -5.20 -3.43
C -4.71 -4.02 -3.20
O -5.60 -3.06 -2.66
C -6.59 -3.74 -2.02
O -7.34 -3.25 -1.24
O -6.59 -5.04 -2.38
F -4.20 -3.55 -4.36
H -6.13 -5.14 -4.39
H -5.11 -6.16 -3.35
H -3.90 -4.20 -2.50
C -5.51 3.98 0.54
C -4.91 4.78 1.67
O -4.29 3.78 2.45
C -3.95 2.76 1.61
O -3.19 1.89 1.87
O -4.60 2.89 0.42
F -5.86 5.40 2.42
H -6.50 3.60 0.80
H -5.58 4.54 -0.39
H -4.16 5.51 1.36
C -2.23 5.32 -2.21
C -2.39 6.30 -1.07
O -1.92 5.57 0.04
C -1.01 4.65 -0.44
O -0.26 4.04 0.23
O -1.11 4.55 -1.79
F -3.69 6.64 -0.87
H -3.10 4.67 -2.30
H -2.04 5.80 -3.17
H -1.79 7.21 -1.18
C 8.58 1.89 -4.41
C 9.63 2.97 -4.35
O 8.95 4.03 -3.71
C 7.99 3.47 -2.91
O 7.42 4.04 -2.05
O 7.80 2.16 -3.24
F 10.02 3.37 -5.59
H 7.95 1.99 -5.29
H 8.99 0.89 -4.37
H 10.52 2.71 -3.76

Record 12
Computed, not measured: a 2-piece molecular cluster, C5H12N2 overall in a non-equilibrium geometry, with ωB97M-V with the def2-TZVPD basis set.

Properties
Energy relative to the best compared isomer or geometry (same formula, charge and spin) (eV): 8.441
HOMO (eV): -8.324
E (Ha): -306.9191

Geometry (Å):
N 0.17 -0.85 0.91
C -1.16 -0.31 1.14
C -1.89 -0.33 -0.19
C -0.77 -0.11 -1.22
C 0.54 -0.64 -0.59
C 1.67 0.46 -0.43
N 2.57 0.31 0.64
H 0.86 -0.35 1.45
H -1.63 -0.92 1.92
H -1.14 0.70 1.56
H -2.77 0.30 -0.29
H -2.37 -1.28 -0.19
H -1.14 -0.38 -2.21
H -0.53 0.98 -1.15
H 0.95 -1.58 -0.94
H 1.75 1.05 -1.34
H 1.35 1.10 0.51
H 0.04 1.94 0.08
H 3.48 -0.06 0.35

Record 13
Computed, not measured: an isolated molecule of C4H4O2 in a non-equilibrium geometry, with ωB97M-V with the def2-TZVPD basis set.

Properties
Energy relative to the best compared isomer or geometry (same formula, charge and spin) (eV): 4.390
HOMO (eV): -8.872
E (Ha): -305.1181

Geometry (Å):
C 1.23 -1.97 0.13
C -0.48 -2.12 0.76
C 2.03 -2.91 0.50
C -0.53 0.29 0.37
O 2.78 -3.61 1.05
O -1.07 -0.97 0.55
H 1.33 -1.33 -0.69
H -0.84 0.72 -0.61
H 0.49 0.28 0.48
H -1.05 0.97 1.13